No. 1
# C6H9N3O2

A single C6H9N3O2 molecule at a distorted geometry (ωB97M-V/def2-TZVPD, the Open Molecules 2025 dataset).

The geometry in XYZ format:
```
20
Properties=species:S:1:pos:R:3:forces:R:3
O 0.7193 -0.5212 -2.6942 1.983 -0.606 -0.766
O -1.3248 -0.2965 -2.0412 -1.378 0.321 -0.842
N 0.7201 2.2339 1.7090 -1.985 1.740 -0.859
N -0.8747 1.6130 0.2277 -0.052 -0.241 0.417
N 1.2829 -2.0941 -0.3119 -2.272 -0.437 0.458
C -0.8629 -0.8706 0.5163 1.399 -0.873 -0.513
C 0.6096 0.8874 1.7168 0.600 -2.597 0.682
C -0.3068 2.6223 0.8042 1.566 -0.874 0.502
C -0.0483 -1.5695 -0.6035 -0.655 -1.647 -0.519
C -0.1127 -0.8108 -1.8965 -0.707 1.733 1.010
C -0.3309 0.4670 0.8168 -0.146 2.216 0.298
H -0.4793 3.6258 0.5387 -0.116 1.049 -0.034
H 1.1916 0.2012 2.3330 -0.014 0.616 0.020
H -0.8237 -1.4811 1.4112 0.035 -0.294 0.066
H -0.6346 -2.4443 -0.9435 -0.087 -0.097 0.637
H 1.8446 -1.3081 -0.1421 1.500 0.976 -0.100
H 1.4817 -2.5525 -1.1805 1.202 -0.107 -0.203
H -1.8721 -0.8372 0.1535 -0.481 0.337 0.120
H -1.2521 0.2551 -2.8456 -0.292 -0.189 0.359
H 1.0731 2.8801 2.4317 -0.101 -1.027 -0.735
```
Forces are in eV/Å.

For the total energy, the calculation gives -14933.2102 eV. The calculation puts the LUMO energy at 0.78 eV. The calculation puts the HOMO energy at -8.771 eV. The largest force on an atom comes out at 2.78 eV Å⁻¹. Its SMILES is N[C@@H](Cc1c[nH]cn1)C(=O)O. The value obtained for the energy relative to the best compared isomer or geometry (same formula, charge and spin) is 94.6 kJ/mol.

These are the Löwdin partial charges, in e, on atoms 1 to 2: atom 1 (O): 0.12, atom 2 (O): 0.10

***

No. 2
# C19H13Br2Cl3F6N5O5S2SiW

A molecular structure, C19H13Br2Cl3F6N5O5S2SiW at a distorted geometry (ωB97M-V/def2-TZVPD, the Open Molecules 2025 dataset).

The geometry in XYZ format:
```
57
Properties=species:S:1:pos:R:3:forces:R:3
W 0.3749 -0.0133 -0.3156 -0.423 -0.223 1.045
Br 2.1852 -3.1344 5.4418 -0.004 0.010 -0.006
Br -3.3036 -5.5258 1.1807 -0.004 0.000 -0.002
Cl 1.4603 -2.1220 -3.8488 0.087 0.051 0.119
Cl 4.3142 -3.5261 -2.7607 0.030 -0.007 0.023
Cl 4.1883 -0.2430 -3.4611 0.002 0.068 -0.025
S -2.1065 2.1155 0.0474 -0.034 0.039 -0.060
S -2.2104 0.7563 -2.2992 -0.011 -0.077 0.075
Si 3.2217 -1.8900 -2.8961 -0.132 -0.051 -0.028
F -3.3515 -1.4697 -1.5883 0.006 -0.011 0.010
F -2.5973 -1.4187 -3.6189 -0.002 -0.007 -0.017
F -4.4098 -0.3384 -3.1091 -0.010 -0.008 0.009
F -3.8771 1.1806 1.7023 0.003 -0.002 0.001
F -2.7534 2.9007 2.3961 -0.008 0.004 0.006
F -4.3160 3.1529 0.9094 -0.011 0.005 -0.004
O -0.8903 0.0908 -1.8522 0.148 -0.168 -0.306
O 2.7588 -1.5693 -1.2073 0.052 -0.178 -0.142
O -1.1516 1.1286 0.6819 0.159 -0.044 -0.117
O -2.0228 1.5493 -3.4529 -0.009 0.002 -0.002
O -1.4899 3.3437 -0.3108 -0.027 0.006 0.034
N 1.7104 -0.9273 -0.9215 -0.154 0.296 -0.161
N -2.9192 1.3598 -1.0614 0.035 0.051 -0.003
N -0.7721 -1.7400 0.2893 0.197 -0.053 -0.135
N 1.5129 0.9796 1.0828 0.339 0.132 -0.107
N 1.0519 1.9190 -1.2030 0.090 0.148 -0.067
C 0.7615 -1.1953 3.9684 -0.040 0.029 -0.025
C 1.9825 2.1591 0.9366 -0.045 0.020 0.034
C 0.8326 2.3441 -2.4458 0.050 -0.043 0.030
C 2.9218 -0.6396 2.2628 -0.018 -0.118 -0.087
C 1.7920 4.4930 -1.9854 0.005 0.004 -0.008
C -2.2964 -4.0210 0.8234 0.020 0.007 -0.004
C 1.1855 3.6260 -2.8677 0.010 0.015 0.000
C -2.5573 -2.8141 1.4744 -0.008 0.004 0.003
C 2.0767 4.0408 -0.6935 0.026 -0.004 -0.005
C 3.0602 -1.5737 3.2588 -0.004 0.000 -0.002
C 0.6157 -0.2420 2.9799 -0.018 0.035 0.106
C 1.6923 0.0261 2.1229 -0.290 -0.015 -0.190
C -3.3910 2.3651 1.3764 0.013 -0.046 -0.006
C 1.7025 2.7646 -0.3486 -0.046 0.009 -0.016
C 1.9771 -1.8630 4.1076 0.036 -0.019 -0.004
C -3.2454 -0.7473 -2.6934 0.007 0.038 -0.002
C -1.2554 -4.0597 -0.1061 -0.010 0.004 0.009
C -1.7930 -1.7147 1.1813 -0.029 0.082 0.018
C -0.5271 -2.9227 -0.3385 -0.013 -0.019 0.022
H -3.3554 -2.7331 2.1991 -0.002 -0.004 -0.002
H 0.2754 -2.9420 -1.0611 0.012 0.019 0.004
H 3.7470 -0.4128 1.5988 0.003 0.009 0.003
H 2.5584 2.6496 1.7172 0.002 -0.002 -0.001
H 2.5860 4.6712 0.0237 -0.002 0.002 0.000
H -0.0480 -1.4012 4.6551 0.002 0.000 0.004
H -1.0156 -4.9688 -0.6394 -0.001 -0.002 0.003
H -1.9976 -0.7725 1.6651 0.015 0.000 -0.010
H 0.9706 3.9170 -3.8869 0.002 -0.001 -0.001
H -0.2931 0.3425 2.9079 0.014 -0.009 -0.012
H 0.3655 1.6543 -3.1325 -0.006 0.022 0.004
H 2.0623 5.4962 -2.2874 -0.004 0.001 0.002
H 4.0024 -2.0849 3.4024 -0.001 -0.003 -0.003
```
Forces are in eV/Å.

For the total energy, the calculation gives -262910.2452 eV. The calculation puts the LUMO energy (spin up / spin down) at -11.33 / -11.33 eV. The calculation puts the HOMO energy (spin up / spin down) at -17.175 / -17.175 eV. Its net charge is +3. The largest force on an atom comes out at 1.15 eV Å⁻¹. The value obtained for the energy relative to the best compared isomer or geometry (same formula, charge and spin) is 23.5 kJ/mol.

These are the Löwdin partial charges, in e, on atoms 1 to 2: atom 1 (W): 1.80, atom 2 (Br): 0.94

***

Among the records above, which one has the highest energy relative to the best compared isomer or geometry (same formula, charge and spin)?
C6H9N3O2